This record from OMol25 describes a gas-phase ion, C6H7O (charge +1) at a distorted geometry. The level of theory is ωB97M-V/def2-TZVPD.

Structure (ORCA input):
```
! RIJCOSX wB97M-V def2-TZVPD def2/J DEFGRID3
* xyz 1 1
C -0.009 -1.372 0.915
C -1.342 -1.210 1.237
C 0.347 -0.325 0.067
C -0.874 0.411 -0.221
C -0.948 1.647 -0.931
C 1.672 0.062 -0.468
O -1.838 -0.126 0.612
H 0.757 -2.033 1.362
H -1.969 -1.743 1.853
H -1.899 2.054 -1.049
H 0.113 2.000 -1.321
H 2.390 -0.619 -0.812
H 2.144 0.669 0.225
H 1.458 0.584 -1.469
*
```

- Max |F|: 5.84 eV/Å
- Frontier orbital gap: 8.8 eV
- E_LUMO: -0.246 Eh
- ΔE to the lowest compared entry with this formula, charge and spin: 76.0 kJ/mol
- Electronic energy: -307.71699 Ha